[1]
Density functional theory data (ωB97M-V/def2-TZVPD) for a molecular structure, C24H30N4Tm at a distorted geometry.

Structure (XYZ):
```
59
Properties=species:S:1:pos:R:3:forces:R:3
Tm 0.443 -0.119 -0.082 1.35 -1.07 0.17
C -2.076 2.128 0.770 0.02 -0.02 0.32
C -2.479 1.358 2.019 0.14 -0.05 -0.17
C -1.381 0.670 2.797 -0.32 0.11 0.18
C -1.650 0.330 4.118 -0.05 0.06 -0.18
C -0.684 -0.298 4.882 0.25 -0.05 -0.09
C 0.541 -0.569 4.292 -0.22 -0.16 0.29
C 0.733 -0.209 2.975 0.48 0.01 -0.06
N -0.200 0.407 2.222 0.16 0.03 -0.01
N -1.662 1.310 -0.382 -0.13 0.01 -0.15
C -2.736 0.394 -0.810 0.00 -0.13 0.05
C -2.722 -0.951 -0.115 -0.10 0.09 -0.12
C -3.911 -1.600 0.177 0.01 0.05 -0.01
C -3.875 -2.861 0.753 0.19 0.02 0.00
C -2.638 -3.430 1.019 -0.27 -0.03 0.05
C -1.501 -2.725 0.687 0.40 -0.09 0.02
N -1.524 -1.506 0.126 -0.23 0.00 -0.01
C -1.340 2.231 -1.486 -0.01 0.00 -0.16
C -0.727 1.513 -2.663 0.01 0.13 0.07
C -1.020 1.888 -3.962 -0.03 0.04 -0.03
C -0.395 1.231 -5.012 0.08 -0.06 0.16
C 0.484 0.200 -4.715 -0.15 0.08 -0.20
C 0.711 -0.123 -3.392 0.31 -0.18 0.08
N 0.140 0.530 -2.370 -0.25 0.05 -0.37
H -2.927 2.758 0.476 0.05 0.00 -0.03
H -1.247 2.793 1.024 0.01 0.03 -0.06
H -2.953 2.076 2.690 -0.04 -0.01 0.00
H -3.248 0.619 1.784 -0.07 0.04 0.01
H -2.617 0.569 4.542 0.00 0.02 -0.03
H -0.877 -0.557 5.914 0.01 0.00 0.00
H 1.338 -1.050 4.841 0.01 0.01 -0.05
H 1.684 -0.410 2.489 -0.05 0.05 0.01
H -3.720 0.864 -0.688 0.03 0.00 -0.03
H -2.606 0.193 -1.876 -0.02 0.04 -0.02
H -4.856 -1.121 -0.045 0.03 0.02 0.01
H -4.792 -3.383 0.991 0.00 -0.01 0.00
H -2.561 -4.410 1.470 0.06 0.02 -0.01
H -0.515 -3.141 0.866 0.00 0.01 -0.02
H -2.235 2.779 -1.810 0.05 0.04 0.01
H -0.621 2.966 -1.115 -0.06 0.04 0.03
H -1.725 2.687 -4.147 0.01 -0.01 0.02
H -0.594 1.517 -6.036 0.00 -0.01 -0.01
H 0.987 -0.345 -5.501 0.01 -0.03 0.06
H 1.394 -0.917 -3.115 0.04 0.08 0.08
C 4.016 0.541 -1.502 0.21 -0.13 0.22
C 3.870 -0.387 -0.277 -0.07 0.16 0.05
C 3.945 0.485 0.985 0.22 -0.16 -0.18
C 5.051 -1.366 -0.273 -0.06 0.11 0.07
C 2.518 -1.079 -0.364 -1.66 0.52 0.08
H 4.983 1.051 -1.481 0.03 0.10 -0.09
H 3.224 1.297 -1.509 0.00 0.01 -0.03
H 3.952 -0.035 -2.427 -0.03 0.02 -0.01
H 4.876 1.058 1.015 -0.01 0.11 0.05
H 3.905 -0.138 1.882 -0.06 0.02 0.00
H 3.109 1.194 1.008 -0.04 0.08 0.06
H 6.005 -0.833 -0.219 0.02 -0.04 0.00
H 5.049 -1.967 -1.184 0.00 -0.02 -0.01
H 4.989 -2.043 0.581 -0.02 0.00 -0.01
H 2.670 -2.065 -0.836 -0.21 0.04 0.00
```
Positions in Å, forces in eV/Å.

Output
Expectation value of S²: 2.177
Multiplicity: 3
Total charge: +1
E_LUMO (alpha / beta) in eV: -2.86 / -2.83

***

[2]
Density functional theory data (ωB97M-V/def2-TZVPD) for a gas-phase ion, C7H11O (charge +1) at a distorted geometry.

Structure (XYZ):
```
19
Properties=species:S:1:pos:R:3:forces:R:3
C -1.096 1.183 -0.562 -2.65 1.02 1.73
C -0.097 0.338 -0.794 2.33 -0.80 -1.14
C 0.693 -0.908 -0.261 2.39 3.68 3.31
C 0.162 0.024 1.870 0.55 0.35 2.07
C -1.484 0.572 1.621 0.83 3.27 1.28
C 0.962 -1.069 1.257 -4.53 4.44 -2.18
C 0.441 0.507 -2.228 0.60 -1.46 0.43
O -1.927 1.451 0.571 4.08 -2.92 -1.18
H -1.456 1.840 -1.342 0.27 0.00 -0.13
H -0.070 -1.585 -0.222 -1.80 -3.41 -1.16
H 1.664 -0.950 -0.772 -0.85 -1.09 -0.39
H 0.566 0.896 1.305 0.30 0.11 0.29
H 0.253 0.171 3.010 -0.04 -0.51 -1.87
H -2.056 -0.265 1.720 -1.58 -2.45 -0.17
H -1.655 1.256 2.479 0.48 -1.01 -0.04
H 1.450 -1.875 1.742 0.63 -0.55 0.40
H 1.285 1.202 -2.318 -0.45 0.24 0.20
H -0.418 0.780 -2.840 0.67 -0.25 -0.61
H 0.945 -0.496 -2.434 -1.24 1.34 -0.84
```
Positions in Å, forces in eV/Å.

Output
Multiplicity: 1
Total charge: +1
E_LUMO (alpha / beta) in eV: -6.62 / -6.62

***

[3]
Density functional theory data (ωB97M-V/def2-TZVPD) for 4 unconnected molecules or ions with the total composition C2H12N2O3 at a distorted geometry.

Structure (XYZ):
```
19
Properties=species:S:1:pos:R:3:forces:R:3
C 0.403 1.843 2.164 2.17 1.35 -1.66
N 0.197 1.628 0.716 2.27 -1.30 -0.39
C 1.277 1.979 0.120 1.24 0.00 -3.63
N 2.129 2.993 0.494 2.45 -0.56 -0.74
H 0.144 2.910 2.282 -0.10 -0.87 1.66
H 1.455 1.522 2.465 -0.26 1.77 -0.74
H 0.085 1.019 2.681 -3.14 -1.22 1.61
H 1.715 1.617 -0.936 -1.89 0.04 1.95
H 1.647 3.705 0.966 0.23 1.23 0.95
H 3.114 3.176 0.075 -3.00 -0.52 0.92
O -0.363 -0.812 -2.356 -0.72 -0.02 1.71
H -0.207 -0.832 -1.390 1.18 0.00 -0.45
H -1.313 -0.722 -2.190 -0.33 0.05 -1.24
O -5.630 -4.674 1.462 2.12 -1.99 0.41
H -6.237 -3.982 1.453 -1.40 1.87 0.23
H -5.015 -4.557 2.212 -0.72 0.13 -0.64
O 2.193 -2.647 -3.455 2.90 -0.12 -0.25
H 1.424 -2.133 -3.322 -1.32 1.17 0.29
H 2.983 -2.033 -3.441 -1.69 -0.99 0.00
```
Positions in Å, forces in eV/Å.

Output
Multiplicity: 1
Total charge: 0
E_LUMO in eV: 0.62

***

[4]
Density functional theory data (ωB97M-V/def2-TZVPD) for C5H4O2 in the gas phase.

Structure (XYZ):
```
11
Properties=species:S:1:pos:R:3:forces:R:3
O -1.532 0.261 -1.758 0.36 -0.27 0.32
C -0.730 -0.032 -0.906 -0.26 0.01 -0.37
C -0.829 -1.005 0.205 0.17 0.06 0.04
C 0.140 -0.762 1.099 -0.06 0.04 -0.09
C 1.076 0.361 0.708 -0.03 0.16 0.00
C 0.642 0.684 -0.713 0.12 0.37 -0.28
O 1.138 1.449 -1.494 -0.12 -0.52 0.33
H -1.570 -1.797 0.255 0.07 0.26 0.03
H 0.284 -1.344 2.006 -0.02 0.16 -0.12
H 0.887 1.333 1.177 -0.14 -0.25 0.58
H 2.126 0.139 0.918 -0.09 -0.01 -0.46
```
Positions in Å, forces in eV/Å.

Output
Multiplicity: 1
Total charge: 0
E_LUMO in eV: -0.61